9 unconnected molecules or ions with the total composition C22H66N6O13 in a non-equilibrium geometry, computed with wB97M-V/def2-TZVPD.

The HOMO-LUMO gap comes out at 8.754 eV. The relative energy (zero: lowest compared OMol25 entry of this formula, charge and spin) comes out at 9.22 kcal per mole. The total energy comes out at -59435.930 eV. The lowest unoccupied orbital energy is 0.15 eV.

Atoms and positions in Å:
N -0.294 -2.594 -2.120
H 0.359 -2.573 -2.911
H 0.199 -2.563 -1.209
H -0.722 -3.516 -2.237
H -1.058 -1.872 -2.208
N 0.650 0.275 -0.337
O -0.187 -0.028 0.545
O 0.276 0.351 -1.535
O 1.839 0.361 -0.045
C -0.806 -3.906 0.885
C 0.150 -2.927 1.531
O 0.991 -2.393 0.511
O -1.753 -3.205 0.107
H -1.304 -4.492 1.669
H -0.304 -4.668 0.288
H 0.751 -3.394 2.316
H -0.459 -2.121 1.939
H 1.047 -1.431 0.618
H -2.275 -2.586 0.685
C -0.537 3.364 -2.138
C -1.839 3.125 -1.391
O -2.992 3.318 -2.196
O -0.345 2.448 -3.162
H 0.210 3.440 -1.334
H -0.577 4.362 -2.577
H -1.866 3.777 -0.515
H -1.866 2.102 -0.993
H -2.776 2.852 -3.016
H -0.155 1.562 -2.776
C 2.778 1.256 -4.535
C 3.418 0.188 -3.667
O 2.562 -0.771 -3.096
O 2.247 0.688 -5.730
H 3.523 2.017 -4.803
H 2.021 1.833 -4.001
H 4.057 0.683 -2.922
H 4.092 -0.419 -4.276
H 1.880 -0.332 -2.564
H 2.993 0.486 -6.301
C -4.933 -0.749 2.616
C -3.873 -0.089 1.747
C -3.496 1.311 2.228
O -4.633 2.127 2.292
C -4.398 3.435 2.703
N -2.695 -0.936 1.587
H -5.801 -0.104 2.717
H -4.500 -0.927 3.608
H -5.185 -1.729 2.213
H -4.335 0.094 0.768
H -2.690 1.721 1.600
H -3.022 1.259 3.232
H -3.777 4.032 2.024
H -3.964 3.520 3.710
H -5.366 3.936 2.756
H -2.036 -0.497 0.932
H -2.205 -0.962 2.481
C 5.615 -0.058 0.131
C 5.900 -1.289 0.991
C 7.051 -1.183 1.986
O 8.362 -1.050 1.515
C 8.632 -1.853 0.383
N 4.733 -1.525 1.882
H 4.653 -0.060 -0.376
H 6.422 0.106 -0.595
H 5.614 0.816 0.790
H 6.057 -2.183 0.382
H 7.002 -1.995 2.724
H 6.789 -0.346 2.651
H 8.238 -2.858 0.562
H 9.706 -1.980 0.271
H 8.204 -1.364 -0.491
H 4.630 -0.661 2.425
H 3.852 -1.494 1.373
C -4.535 -3.052 -3.450
C -4.065 -1.624 -3.199
C -5.208 -0.676 -2.834
O -6.107 -0.634 -3.914
C -7.347 -0.097 -3.547
N -2.948 -1.658 -2.227
H -4.539 -3.687 -2.558
H -3.822 -3.567 -4.100
H -5.524 -3.065 -3.907
H -3.622 -1.229 -4.119
H -4.849 0.343 -2.643
H -5.661 -1.119 -1.931
H -7.917 -0.739 -2.868
H -7.901 0.164 -4.445
H -7.246 0.851 -2.993
H -2.850 -0.672 -1.954
H -3.186 -2.154 -1.367
C 2.299 0.332 4.605
C 2.120 1.347 3.490
C 1.947 2.792 3.968
O 0.591 3.113 4.199
C -0.106 3.405 2.997
N 3.229 1.135 2.484
H 2.690 -0.653 4.362
H 1.417 0.253 5.253
H 3.058 0.715 5.308
H 1.213 1.134 2.912
H 2.346 3.489 3.219
H 2.549 2.928 4.869
H -1.154 3.144 3.154
H 0.281 2.842 2.144
H -0.069 4.483 2.793
H 3.716 2.023 2.368
H 2.725 0.973 1.618